*i*
{"formula": "C5H14", "method": "ωB97M-V/def2-TZVPD", "smiles": "CCC.CC", "gap_ha": 0.444, "e_homo_ev": -10.979, "species": ["H", "C", "H", "H", "H", "C", "H", "H", "C", "H", "C", "H", "H", "H", "C", "H", "H", "H", "H"], "xyz": [[-1.197, 1.323, 1.186], [-1.496, -0.156, -2.026], [-0.861, 0.137, -2.811], [1.905, -1.012, 2.662], [2.066, 0.733, 0.371], [1.471, -1.070, 1.646], [2.822, -0.867, -0.130], [-2.425, -0.532, -2.457], [2.424, -0.262, 0.735], [-2.524, -0.009, 0.666], [-1.583, 0.657, 0.399], [3.399, -0.080, 1.364], [-2.144, 1.868, -1.292], [0.537, -0.550, 1.704], [-1.545, 1.128, -1.056], [-0.838, -0.881, -1.571], [1.430, -2.130, 1.319], [-0.699, -0.033, 0.475], [-0.741, 1.737, -1.184]]}



*ii*
{"formula": "C5H14", "method": "ωB97M-V/def2-TZVPD", "smiles": "CCC.CC", "gap_ha": 0.459, "e_homo_ev": -11.354, "species": ["H", "H", "H", "C", "H", "H", "C", "H", "C", "H", "C", "H", "H", "H", "H", "H", "C", "H", "H"], "xyz": [[-2.723, 2.528, -0.492], [-0.541, 2.522, -1.513], [0.694, 0.507, 0.874], [-1.123, 1.612, -1.664], [2.459, -0.725, -0.290], [0.916, -2.484, 1.659], [1.317, -1.522, 1.352], [-1.292, 1.619, -2.737], [-2.385, 1.545, -0.805], [0.103, -0.041, 2.348], [0.294, -0.402, 1.331], [-0.631, -0.679, 0.822], [-0.419, 0.815, -1.407], [2.058, -1.241, 2.112], [-3.197, 0.990, -1.285], [1.511, -2.018, -0.776], [2.130, -1.705, 0.066], [-2.159, 1.011, 0.128], [2.986, -2.332, 0.277]]}



Which one sits at the bottom of the stability order? *i* does.



*i*
{"formula": "C5H14", "method": "ωB97M-V/def2-TZVPD", "smiles": "CCC.CC", "gap_ha": 0.459, "e_homo_ev": -11.299, "species": ["H", "H", "H", "H", "H", "C", "C", "H", "H", "H", "C", "H", "H", "H", "H", "C", "H", "C", "H"], "xyz": [[-3.050, 1.565, -0.113], [1.955, -2.646, 0.136], [0.686, -0.471, 1.692], [-1.264, -0.094, -1.702], [0.120, -2.217, 1.700], [2.137, -1.846, 0.856], [-2.409, 1.559, -0.986], [0.154, 2.274, -0.456], [-3.002, 1.348, -1.875], [-1.257, 0.003, 0.009], [-1.192, 0.624, -0.885], [3.001, -2.138, 1.448], [0.961, 0.740, -0.557], [-2.073, 2.588, -1.157], [0.392, 1.390, -2.077], [0.956, -1.521, 1.796], [1.275, -1.550, 2.847], [0.170, 1.331, -1.008], [2.440, -0.940, 0.332]]}



*ii*
{"formula": "C5H14", "method": "ωB97M-V/def2-TZVPD", "smiles": "CCC.CC", "gap_ha": 0.445, "e_homo_ev": -10.986, "species": ["H", "C", "H", "H", "C", "H", "C", "H", "H", "C", "C", "H", "H", "H", "H", "H", "H", "H", "H"], "xyz": [[-1.386, -2.092, -1.470], [-1.754, -0.436, 0.089], [-2.293, -2.507, 0.696], [-1.459, -1.555, 1.901], [2.624, 0.689, -0.060], [2.882, 0.127, 0.841], [2.553, 2.198, 0.180], [3.152, 2.509, 1.043], [1.551, 2.579, 0.406], [-2.194, -1.498, 1.099], [-1.416, -1.014, -1.293], [-0.662, -0.407, -1.778], [-0.897, 0.050, 0.542], [1.656, 0.376, -0.447], [-3.094, -1.309, 1.681], [3.353, 0.392, -0.804], [2.910, 2.768, -0.678], [-2.558, 0.307, -0.049], [-2.285, -0.830, -1.962]]}



*iii*
{"formula": "C5H14", "method": "ωB97M-V/def2-TZVPD", "smiles": "CCC.CC", "gap_ha": 0.448, "e_homo_ev": -11.063, "species": ["C", "C", "C", "H", "H", "H", "H", "H", "H", "H", "H", "H", "H", "C", "C", "H", "H", "H", "H"], "xyz": [[0.267, -1.942, 0.300], [-1.189, -1.862, 2.327], [-0.027, 2.577, -1.619], [0.163, -0.368, 1.769], [0.897, -2.650, 0.815], [1.557, 1.522, -2.777], [1.798, 1.408, -1.232], [-0.547, 1.769, -1.302], [-0.390, 3.121, -2.409], [1.999, 3.000, -1.906], [-1.597, -1.283, 3.119], [0.696, -1.384, -0.486], [0.014, 3.372, -0.778], [1.389, 2.139, -1.946], [-0.551, -1.030, 1.197], [-0.471, -2.557, -0.242], [-0.581, -2.835, 2.583], [-1.399, -0.534, 0.706], [-2.030, -2.463, 1.879]]}



Which one sits at the bottom of the stability order? *iii* does.



*i*
{"formula": "C5H14", "method": "ωB97M-V/def2-TZVPD", "smiles": "CCC.CC", "gap_ha": 0.448, "e_homo_ev": -11.101, "species": ["H", "C", "H", "H", "H", "H", "H", "H", "C", "H", "H", "H", "H", "C", "H", "H", "H", "C", "C"], "xyz": [[-0.204, 2.780, 0.570], [-0.914, -1.416, 1.084], [0.204, -3.108, 1.879], [2.128, 0.103, -1.790], [0.492, -0.097, -1.217], [-1.900, -0.988, 0.977], [-1.096, 2.347, -0.968], [-0.606, 1.097, 0.220], [-0.842, -2.835, 1.666], [1.706, 1.595, 0.034], [-0.270, -0.761, 1.653], [0.875, 0.691, -2.799], [-0.621, -1.383, 0.015], [1.133, 0.585, -1.754], [-1.415, -2.822, 2.607], [1.360, 2.726, -1.404], [-1.223, -3.554, 0.939], [-0.333, 2.067, -0.236], [1.077, 1.813, -0.859]]}



*ii*
{"formula": "C5H14", "method": "ωB97M-V/def2-TZVPD", "smiles": "CCC.CC", "gap_ha": 0.440, "e_homo_ev": -10.929, "species": ["C", "H", "H", "H", "H", "H", "C", "H", "H", "H", "C", "H", "H", "H", "H", "C", "H", "H", "C"], "xyz": [[1.952, -0.079, -2.337], [-1.091, 2.455, 2.082], [-2.486, -0.079, 0.822], [0.317, -0.210, 1.548], [2.698, -0.550, -1.668], [-2.105, -0.776, 2.534], [0.879, -1.096, -2.663], [-1.569, -1.667, 1.178], [-0.032, -0.623, -2.931], [2.575, 0.152, -3.217], [-0.630, 0.353, 1.383], [1.331, -1.723, -3.377], [-0.563, 0.770, 0.302], [0.501, 1.738, 2.556], [1.473, 0.813, -1.733], [-0.613, 1.514, 2.453], [-1.344, 1.275, 3.313], [0.503, -1.626, -1.731], [-1.796, -0.639, 1.485]]}



Which one sits at the bottom of the stability order? *ii* does.



*i*
{"formula": "C5H14", "method": "ωB97M-V/def2-TZVPD", "smiles": "CCC.CC", "gap_ha": 0.442, "e_homo_ev": -10.936, "species": ["C", "C", "H", "H", "H", "H", "C", "H", "H", "C", "H", "H", "H", "H", "H", "C", "H", "H", "H"], "xyz": [[1.415, -1.412, 0.337], [-2.178, 1.244, -0.085], [1.789, -3.547, 0.201], [1.083, -0.622, 0.980], [0.153, -3.158, 0.438], [-0.567, 3.225, -0.477], [0.062, 2.350, -0.643], [1.279, -3.155, 1.803], [-2.246, 1.724, 0.894], [1.153, -2.857, 0.764], [0.417, 2.430, -1.675], [-0.241, 0.644, 0.544], [1.129, -1.447, -0.723], [0.994, 2.413, -0.081], [-0.602, 0.380, -1.214], [-0.686, 1.032, -0.357], [-2.657, 0.292, 0.162], [-2.748, 1.756, -0.854], [2.453, -1.291, -0.014]]}



*ii*
{"formula": "C5H14", "method": "ωB97M-V/def2-TZVPD", "smiles": "CCC.CC", "gap_ha": 0.426, "e_homo_ev": -10.553, "species": ["C", "H", "H", "C", "H", "H", "C", "H", "H", "H", "H", "C", "H", "H", "H", "H", "H", "C", "H"], "xyz": [[2.360, 0.596, -0.069], [-0.198, -1.285, 1.634], [-1.864, -0.937, -1.765], [-2.044, -0.492, -0.798], [-2.991, 1.363, -1.135], [-1.492, 1.549, -0.057], [0.994, 0.066, 0.573], [3.129, -0.306, -0.099], [1.139, -2.071, 0.789], [-1.423, 1.201, -1.707], [-2.859, -0.731, -0.028], [-2.046, 1.030, -0.886], [0.340, -0.041, -0.365], [2.215, 0.818, -1.121], [2.799, 1.504, 0.514], [-0.980, -0.823, -0.544], [1.478, -1.085, 2.441], [0.977, -1.229, 1.467], [0.467, 0.871, 1.155]]}



*iii*
{"formula": "C5H14", "method": "ωB97M-V/def2-TZVPD", "smiles": "CCC.CC", "gap_ha": 0.444, "e_homo_ev": -10.952, "species": ["H", "H", "H", "H", "H", "H", "H", "H", "H", "H", "C", "C", "C", "H", "H", "H", "C", "H", "C"], "xyz": [[-0.581, -0.024, -1.789], [-0.835, -2.515, -0.171], [-0.438, -3.200, -1.799], [-0.533, 0.816, -0.262], [1.951, 1.726, 0.244], [-1.920, -1.179, -2.561], [0.605, -2.186, -0.984], [2.001, 0.285, 2.479], [0.335, 0.156, 2.587], [1.249, -0.685, 1.080], [-0.472, -2.239, -1.117], [1.070, 1.629, 1.056], [-0.185, 1.723, 0.251], [1.108, 2.376, 1.808], [-0.142, 2.408, -0.594], [-1.119, 2.277, 0.678], [-1.186, -1.018, -1.694], [-1.952, -0.568, -1.005], [1.044, 0.219, 1.793]]}



Which one sits at the bottom of the stability order? *ii* does.



*i*
{"formula": "C5H14", "method": "ωB97M-V/def2-TZVPD", "smiles": "CCC.CC", "gap_ha": 0.440, "e_homo_ev": -10.925, "species": ["H", "C", "H", "H", "C", "H", "H", "H", "H", "C", "H", "H", "H", "H", "C", "H", "H", "H", "C"], "xyz": [[-0.527, -0.234, 2.119], [0.451, -1.607, -1.633], [2.921, -0.412, -0.618], [1.030, -2.498, -1.624], [1.190, -0.276, -1.932], [1.659, -0.264, -2.857], [1.424, 0.278, 0.247], [-0.252, -1.322, -0.817], [-1.224, 2.019, 2.538], [-1.594, -0.071, 2.067], [-1.266, 1.586, 0.815], [-1.761, -0.652, 1.196], [-2.791, 1.826, 1.782], [-2.079, -0.390, 2.943], [-1.744, 1.417, 1.774], [0.415, 0.591, -2.072], [-0.507, -1.661, -2.313], [2.539, 1.386, -0.893], [2.116, 0.287, -0.721]]}



*ii*
{"formula": "C5H14", "method": "ωB97M-V/def2-TZVPD", "smiles": "CCC.CC", "gap_ha": 0.453, "e_homo_ev": -11.153, "species": ["C", "H", "H", "C", "H", "H", "H", "H", "H", "H", "H", "C", "C", "C", "H", "H", "H", "H", "H"], "xyz": [[-0.124, 1.225, 1.174], [-0.462, -0.388, -1.136], [-2.180, 1.939, 1.571], [0.193, -0.085, 1.923], [-1.659, 2.137, -0.084], [-0.684, -0.679, 2.155], [0.289, 2.044, 1.764], [-0.562, -1.944, -1.964], [-0.130, -0.535, -2.889], [0.972, -0.623, 1.385], [0.422, 1.342, 0.231], [-0.013, -1.003, -1.910], [-1.586, 1.483, 0.784], [1.446, -1.367, -1.626], [1.796, -2.105, -2.350], [-2.032, 0.531, 0.489], [1.576, -1.679, -0.597], [2.105, -0.503, -1.797], [0.633, 0.209, 2.876]]}



*iii*
{"formula": "C5H14", "method": "ωB97M-V/def2-TZVPD", "smiles": "CCC.CC", "gap_ha": 0.467, "e_homo_ev": -11.548, "species": ["H", "H", "H", "H", "H", "H", "H", "C", "H", "C", "H", "H", "H", "H", "C", "H", "C", "C", "H"], "xyz": [[2.989, -1.212, -1.104], [-1.672, 0.615, -0.521], [-0.980, 3.126, 1.100], [-1.028, 0.763, 2.464], [0.085, -2.354, -1.111], [-1.511, -0.726, 1.638], [0.020, -0.036, 1.298], [2.140, -1.694, -0.621], [2.495, -2.734, -0.677], [-1.019, 0.239, 1.501], [1.112, -2.239, -2.422], [0.390, -0.756, -1.679], [-1.087, 2.988, -0.587], [1.941, -1.546, 0.435], [0.882, -1.706, -1.491], [-2.583, 1.452, 0.865], [-1.636, 1.142, 0.434], [-0.805, 2.411, 0.297], [0.267, 2.268, 0.180]]}



*iv*
{"formula": "C5H14", "method": "ωB97M-V/def2-TZVPD", "smiles": "CCC.CC", "gap_ha": 0.453, "e_homo_ev": -11.263, "species": ["C", "H", "H", "C", "C", "H", "H", "H", "H", "H", "C", "H", "H", "H", "H", "C", "H", "H", "H"], "xyz": [[-0.507, 3.432, 1.141], [-1.525, 1.604, 1.193], [0.038, 4.078, 1.858], [-0.235, -1.792, -2.088], [1.418, -2.147, -0.230], [-1.476, 3.850, 0.877], [0.221, 3.406, 0.179], [1.720, -1.828, 0.784], [-0.746, -2.448, -0.121], [0.611, -1.353, -2.588], [-0.045, -1.725, -0.558], [-1.143, -1.312, -2.390], [0.273, 1.509, 1.619], [2.227, -1.731, -0.882], [-0.311, -0.751, -0.229], [-0.657, 2.037, 1.668], [-0.282, -2.827, -2.477], [1.500, -3.231, -0.224], [-0.804, 2.135, 2.779]]}



Which one sits at the bottom of the stability order? *i* does.



*i*
{"formula": "C5H14", "method": "ωB97M-V/def2-TZVPD", "smiles": "CCC.CC", "gap_ha": 0.460, "e_homo_ev": -11.388, "species": ["C", "H", "H", "H", "H", "C", "C", "H", "H", "H", "H", "H", "H", "C", "H", "H", "H", "H", "C"], "xyz": [[0.124, -0.650, -2.461], [-1.381, 0.919, -2.823], [1.739, -1.341, 2.019], [-1.716, -0.015, -1.528], [0.349, -1.513, 0.957], [-1.323, -0.136, -2.543], [0.731, -0.989, 1.841], [-0.568, 1.649, 0.697], [1.453, 0.689, 2.748], [0.320, -1.422, -3.211], [-1.907, -0.789, -3.180], [0.848, 0.147, -2.646], [0.416, -1.117, -1.516], [-0.335, 1.399, 1.727], [-1.124, 0.904, 2.275], [0.010, -1.380, 2.570], [1.594, 0.772, 1.000], [-0.162, 2.344, 2.247], [0.931, 0.529, 1.826]]}



*ii*
{"formula": "C5H14", "method": "ωB97M-V/def2-TZVPD", "smiles": "CCC.CC", "gap_ha": 0.444, "e_homo_ev": -10.993, "species": ["C", "H", "C", "H", "H", "H", "H", "H", "C", "H", "H", "H", "C", "H", "H", "C", "H", "H", "H"], "xyz": [[0.094, -0.951, 1.490], [0.221, 0.913, 3.158], [-1.757, -0.326, -2.565], [0.108, -0.332, -3.709], [0.289, 2.017, 1.692], [-2.016, -1.309, -2.157], [1.620, 1.845, 2.961], [-0.225, -1.159, 2.547], [0.802, 1.306, 2.383], [0.339, -1.866, 1.067], [-2.085, 0.449, -1.889], [2.167, -0.355, 1.975], [-0.271, -0.118, -2.697], [1.735, 0.258, 0.585], [0.337, -0.624, -2.020], [1.243, 0.051, 1.581], [-2.297, -0.312, -3.411], [-0.718, -0.419, 0.796], [-0.136, 1.117, -2.741]]}



*iii*
{"formula": "C5H14", "method": "ωB97M-V/def2-TZVPD", "smiles": "CCC.CC", "gap_ha": 0.428, "e_homo_ev": -10.577, "species": ["H", "H", "H", "H", "C", "C", "H", "H", "C", "C", "H", "H", "H", "H", "H", "C", "H", "H", "H"], "xyz": [[0.532, -1.903, 0.173], [-1.629, 0.563, -1.974], [1.502, 0.314, 1.953], [0.518, 0.223, 0.582], [0.086, 1.577, -2.545], [0.552, -2.365, 1.149], [0.682, -1.450, 3.165], [1.561, -2.727, 1.375], [-1.355, 1.571, -1.936], [0.100, -1.309, 2.271], [-0.802, -1.303, 2.738], [0.512, 2.564, -2.583], [-1.398, 1.876, -0.777], [-2.033, 2.261, -2.481], [0.248, 1.292, -3.661], [0.518, 0.172, 1.636], [0.903, 0.890, -2.032], [-0.316, 0.911, 1.769], [-0.180, -3.157, 1.180]]}



Which one sits at the bottom of the stability order? *iii* does.